Computed, not measured: a 7-piece molecular cluster, C18H44F12N5O6P2 overall, with ωB97M-V/def2-TZVPD.

The geometry in ORCA input format:
```
! wB97M-V def2-TZVPD RIJCOSX def2/J DEFGRID3
* xyz -1 1
N -19.26 10.61 6.06
H -20.25 10.39 5.99
H -18.64 9.98 6.61
H -19.21 11.53 6.58
H -18.82 10.77 5.15
N -18.19 8.10 8.70
O -18.40 8.42 7.48
O -18.97 8.52 9.60
O -17.22 7.35 8.99
N -15.97 9.91 4.25
O -15.36 9.49 5.28
O -15.49 9.73 3.09
O -17.05 10.57 4.38
C -19.96 7.41 4.50
C -19.37 6.71 3.27
C -19.50 7.46 1.96
C -18.38 8.44 1.68
N -18.52 9.31 0.48
C -17.52 10.44 0.47
C -18.25 11.71 0.84
C -19.56 11.51 0.10
C -19.87 10.10 0.54
C -18.55 8.55 -0.80
H -19.42 8.26 4.89
H -20.01 6.79 5.40
H -21.00 7.62 4.26
H -19.93 5.78 3.16
H -18.32 6.44 3.41
H -20.51 7.83 1.70
H -19.44 6.72 1.14
H -17.43 7.91 1.56
H -18.26 9.15 2.51
H -17.11 10.48 -0.54
H -16.68 10.35 1.15
H -17.64 12.58 0.60
H -18.42 11.69 1.92
H -19.47 11.65 -0.98
H -20.37 12.15 0.45
H -20.67 9.61 -0.01
H -20.18 10.04 1.58
H -18.78 9.28 -1.57
H -19.30 7.77 -0.69
H -17.62 7.99 -0.90
C -15.80 13.05 12.77
C -16.58 12.83 11.48
C -16.46 11.38 10.93
C -15.04 11.10 10.47
N -14.92 9.79 9.75
C -15.37 8.70 10.72
C -14.60 7.43 10.33
C -13.31 7.99 9.71
C -13.42 9.48 9.62
C -15.46 9.76 8.35
H -16.14 12.48 13.63
H -15.73 14.12 12.97
H -14.75 12.82 12.54
H -16.30 13.49 10.66
H -17.62 13.10 11.69
H -17.14 11.37 10.07
H -16.66 10.75 11.79
H -14.38 11.07 11.34
H -14.56 11.89 9.88
H -16.45 8.59 10.60
H -15.04 9.01 11.70
H -15.26 6.82 9.72
H -14.36 6.87 11.23
H -13.16 7.44 8.78
H -12.42 7.69 10.28
H -13.04 9.90 8.68
H -13.00 10.12 10.39
H -14.99 8.95 7.81
H -15.10 10.64 7.82
H -16.54 9.77 8.41
P -22.84 10.68 3.61
F -23.49 9.98 2.29
F -21.40 9.93 3.39
F -22.38 11.87 2.58
F -22.11 11.49 4.82
F -24.21 11.50 3.91
F -23.34 9.56 4.66
P -18.93 13.95 7.35
F -17.81 12.75 7.37
F -20.08 12.77 7.27
F -18.91 13.92 8.97
F -20.11 15.05 7.43
F -17.80 15.07 7.37
F -19.00 13.98 5.74
*
```

## Properties
E, eV: -90309.9875
Relative energy (zero: lowest compared OMol25 entry of this formula, charge and spin), eV: 0.000

Here are the Löwdin charges for atoms 1 to 5, given in e:
1 N 0.2756
2 H 0.1184
3 H 0.0807
4 H 0.0725
5 H 0.0793

***

Computed, not measured: a 3-piece molecular cluster, C4H13NO3 overall, with ωB97M-V/def2-TZVPD.

The geometry in ORCA input format:
```
! wB97M-V def2-TZVPD RIJCOSX def2/J DEFGRID3
* xyz 0 1
C -2.21 -1.34 0.37
C -1.01 -0.42 0.22
N -1.11 0.73 -0.49
C -2.35 1.29 -1.02
C 0.08 1.55 -0.55
O 0.08 -0.78 0.64
H -2.70 -1.13 1.31
H -2.97 -0.98 -0.30
H -1.86 -2.32 0.06
H -2.92 0.50 -1.51
H -2.09 1.98 -1.82
H -2.88 1.90 -0.31
H 0.49 1.71 0.45
H 0.84 1.13 -1.20
H -0.17 2.52 -0.96
H 2.93 -0.70 -1.03
H 1.89 -0.80 0.21
O 2.82 -0.80 -0.09
H 4.14 -1.94 1.52
H 4.40 -0.58 2.22
O 4.60 -1.52 2.26
*
```

## Properties
E, eV: -11991.5053
Relative energy (zero: lowest compared OMol25 entry of this formula, charge and spin), eV: 0.966

Here are the Löwdin charges for atoms 1 to 5, given in e:
1 C 0.0244
2 C -0.4944
3 N -0.1424
4 C -0.0434
5 C -0.0404

***

Computed, not measured: the molecule C3H8NOS2, with ωB97M-V/def2-TZVPD.

The geometry in ORCA input format:
```
! wB97M-V def2-TZVPD RIJCOSX def2/J DEFGRID3
* xyz 0 2
N 0.46 0.25 -1.90
C 0.29 -0.56 -0.62
C -1.23 -0.80 -0.53
O -1.90 0.17 -0.73
C 0.59 0.26 0.53
S 0.52 -0.48 2.12
S -0.67 -0.02 3.55
H -0.48 0.74 -2.14
H 1.08 1.13 -1.75
H 0.67 -0.16 -2.70
H 0.80 -1.50 -0.70
H -1.61 -1.74 -0.12
H 1.70 0.54 0.37
H -0.12 1.08 0.51
H -0.08 1.09 4.11
*
```

## Properties
E, eV: -28443.9487
Relative energy (zero: lowest compared OMol25 entry of this formula, charge and spin), eV: 0.000
Expectation value of S²: 0.75

Here are the Löwdin charges for atoms 1 to 5, given in e:
1 N 0.1824
2 C -0.3928
3 C -0.4611
4 O -0.1134
5 C -0.5973

***

Computed, not measured: the molecule C14H19B2NO7, with ωB97M-V/def2-TZVPD.

The geometry in ORCA input format:
```
! wB97M-V def2-TZVPD RIJCOSX def2/J DEFGRID3
* xyz 0 1
C 1.39 -1.28 2.84
C 1.55 -1.42 1.58
C 1.84 -1.52 0.02
C 0.68 -0.96 -0.94
C -0.17 -2.19 -1.49
B -0.97 -3.04 -0.36
O -2.42 -3.03 -0.35
O -0.35 -3.81 0.71
O 1.48 -0.60 -2.15
C 1.98 0.75 -1.97
O 2.83 1.19 -2.76
C 1.24 1.44 -0.71
C 2.06 1.80 0.62
C 3.62 1.47 0.59
O 4.43 1.78 -0.30
O 4.14 0.78 1.76
C -0.02 0.45 -0.65
C -0.75 0.78 -2.06
C -1.29 1.13 -3.18
B -1.19 0.62 0.46
O -1.32 -0.09 1.71
N -2.30 1.60 0.13
C -3.56 0.86 -0.25
C -2.68 2.37 1.37
H 1.53 -1.27 3.98
H 2.87 -1.06 -0.15
H 1.97 -2.65 -0.21
H 0.55 -2.94 -2.02
H -0.95 -1.91 -2.29
H -2.71 -3.43 0.52
H 0.42 -4.31 0.38
H 0.83 2.46 -1.05
H 1.95 2.93 0.79
H 1.61 1.31 1.56
H 4.18 -0.19 1.60
H -1.80 1.77 -3.98
H -0.73 0.38 2.37
H -4.08 0.35 0.63
H -4.22 1.62 -0.81
H -3.25 0.08 -1.03
H -1.76 2.69 2.00
H -3.26 3.30 1.02
H -3.37 1.80 2.08
*
```

## Properties
E, eV: -31997.4520
Relative energy (zero: lowest compared OMol25 entry of this formula, charge and spin), eV: 4.106

Here are the Löwdin charges for atoms 1 to 5, given in e:
1 C 0.0923
2 C -0.0870
3 C -0.0564
4 C -0.3245
5 C 0.0035

***

Computed, not measured: an isolated ion of composition C3H5BrNO and charge -1, with ωB97M-V/def2-TZVPD.

The geometry in ORCA input format:
```
! wB97M-V def2-TZVPD RIJCOSX def2/J DEFGRID3
* xyz -1 1
C 0.39 -0.55 -1.11
C 0.52 0.22 0.14
C -0.91 -0.30 1.86
N -0.70 0.54 0.81
O -1.44 1.46 0.23
Br 1.87 -0.49 -2.30
H -0.32 -0.11 -1.71
H 0.32 -1.57 -0.76
H 1.19 -0.26 0.74
H 1.06 1.10 -0.13
H -1.99 -0.05 2.23
*
```

## Properties
E, eV: -76768.9303
Relative energy (zero: lowest compared OMol25 entry of this formula, charge and spin), eV: 2.126

Here are the Löwdin charges for atoms 1 to 5, given in e:
1 C -0.6355
2 C -0.3737
3 C -0.0626
4 N -0.4654
5 O -0.2596

***

Computed, not measured: C22H14F3N5O4STi as an isolated structure, with ωB97M-V/def2-TZVPD.

The geometry in ORCA input format:
```
! wB97M-V def2-TZVPD RIJCOSX def2/J DEFGRID3
* xyz 2 1
Ti 1.12 0.90 -0.13
O -1.88 -5.59 -0.16
C -1.93 -4.43 -0.17
O -2.69 -3.38 -0.14
C -1.18 -3.13 -0.17
C -0.73 -2.49 -1.41
C -0.02 -1.34 -1.34
N 0.33 -0.75 -0.14
C 0.08 -1.43 1.04
C -0.64 -2.58 1.07
C 0.59 -0.69 2.20
C 0.58 -1.11 3.52
C 1.02 -0.25 4.51
C 1.50 1.01 4.15
C 1.53 1.35 2.81
N 1.07 0.53 1.86
C 0.38 -0.49 -2.47
C 0.37 -0.87 -3.81
C 0.70 0.06 -4.79
C 1.04 1.35 -4.40
C 1.06 1.66 -3.05
N 0.74 0.76 -2.10
H -1.03 -2.93 -2.34
H -0.84 -3.11 1.99
H 0.22 -2.10 3.78
H 1.00 -0.55 5.55
H 1.86 1.70 4.90
H 1.91 2.32 2.50
H 0.12 -1.88 -4.09
H 0.71 -0.22 -5.83
H 1.31 2.10 -5.13
H 1.34 2.66 -2.72
F 2.23 2.73 -0.37
C 3.65 2.54 -0.22
F 4.19 3.29 -1.14
F 3.89 3.02 0.99
C 3.94 0.97 -0.34
O 5.05 0.58 -0.45
O 2.84 0.31 -0.25
S -0.66 2.58 0.43
C -2.02 1.58 0.41
N -3.09 1.88 1.21
C -4.16 1.07 1.28
C -4.19 -0.06 0.51
C -3.11 -0.27 -0.37
N -2.06 0.51 -0.39
H -3.05 2.74 1.76
H -4.96 1.35 1.95
H -5.02 -0.75 0.55
H -3.11 -1.11 -1.06
*
```

## Properties
E, eV: -80771.8821
Relative energy (zero: lowest compared OMol25 entry of this formula, charge and spin), eV: 0.812

Here are the Löwdin charges for atoms 1 to 5, given in e:
1 Ti 1.0206
2 O 0.2358
3 C -0.4515
4 O 0.1590
5 C -0.2193